1.
Entry from the OMol25 dataset: a structure of composition C55H42ClOOsP2S at a distorted geometry (ωB97M-V/def2-TZVPD).

XYZ file:
```
103
Properties=species:S:1:pos:R:3
Os -0.3517 -0.5697 -0.4315
O 1.7254 -2.0866 -0.9862
S 1.8790 -0.6887 -0.5754
C 2.9675 -0.7269 0.8790
C 4.1829 -0.0689 0.8572
C 5.1633 -0.2598 1.8360
C 4.9155 -1.1628 2.8462
C 5.7354 -1.6143 4.0040
C 4.8467 -2.6252 4.7566
C 3.5746 -2.6731 3.9889
C 2.4071 -3.3773 4.1933
C 1.3297 -3.1128 3.3499
C 1.3889 -2.2083 2.2912
P -0.2181 -1.7057 1.6103
C -1.3360 -3.1288 1.7024
C -1.3112 -4.0064 0.6153
C -2.1824 -5.0780 0.5803
C -3.0883 -5.2668 1.6152
C -3.1007 -4.4037 2.7018
C -2.2326 -3.3273 2.7511
C -0.8237 -0.4583 2.7894
C -2.1726 -0.1074 2.6872
C -2.6969 0.8820 3.4974
C -1.8743 1.5408 4.4015
C -0.5342 1.1993 4.4978
C 0.0025 0.2137 3.6881
C 2.6185 -1.5730 1.9641
C 3.6625 -1.8014 2.8876
C 2.8222 0.1412 -1.8703
C 4.0221 -0.4710 -2.1902
C 4.9201 0.0581 -3.1191
C 4.5915 1.2525 -3.7241
C 5.3234 2.0950 -4.7078
C 4.3785 3.2733 -5.0105
C 3.1655 3.0203 -4.1904
C 1.9749 3.7065 -4.0772
C 0.9811 3.1619 -3.2661
C 1.1420 1.9923 -2.5243
P -0.3525 1.4363 -1.6436
C -1.7134 1.4726 -2.8425
C -1.5051 1.1559 -4.1867
C -2.5879 1.0786 -5.0448
C -3.8770 1.2576 -4.5623
C -4.0897 1.5319 -3.2175
C -3.0136 1.6382 -2.3570
C -0.6011 2.7562 -0.4132
C 0.0957 2.5950 0.7878
C 0.0085 3.5585 1.7738
C -0.7742 4.6856 1.5679
C -1.4630 4.8493 0.3770
C -1.3806 3.8901 -0.6192
C 2.3868 1.3058 -2.5492
C 3.3439 1.8416 -3.4429
H 4.4110 0.6002 0.0415
H 6.1022 0.2638 1.7675
H 6.0058 -0.7663 4.6408
H 6.6783 -2.0588 3.6711
H 4.6625 -2.3174 5.7894
H 5.3079 -3.6130 4.8165
H 2.3012 -4.0753 5.0089
H 0.3911 -3.6093 3.5464
H -0.5947 -3.8496 -0.1838
H -2.1629 -5.7661 -0.2507
H -3.7845 -6.0917 1.5799
H -3.7901 -4.5665 3.5155
H -2.2406 -2.6579 3.5986
H -2.8084 -0.6538 2.0029
H -3.7417 1.1397 3.4267
H -2.2847 2.3129 5.0350
H 0.0988 1.7039 5.2119
H 1.0490 -0.0441 3.7692
H 4.2723 -1.3963 -1.6931
H 5.8445 -0.4519 -3.3341
H 5.5638 1.5231 -5.6084
H 6.2799 2.4346 -4.2994
H 4.1217 3.3350 -6.0703
H 4.8285 4.2358 -4.7565
H 1.7984 4.6228 -4.6195
H 0.0256 3.6659 -3.2228
H -0.5056 0.9789 -4.5584
H -2.4317 0.8659 -6.0919
H -4.7202 1.1742 -5.2316
H -5.0948 1.6453 -2.8424
H -3.1761 1.8649 -1.3111
H 0.7250 1.7141 0.9319
H 0.5488 3.4386 2.6987
H -0.8430 5.4406 2.3363
H -2.0666 5.7287 0.2199
H -1.9200 4.0226 -1.5454
Cl -8.6175 -0.8435 -0.7671
C -6.9191 -1.0068 -0.7786
C -6.1205 -0.1215 -0.0351
C -4.7588 -0.2378 -0.0652
C -4.1101 -1.2281 -0.8615
C -2.7377 -1.2769 -1.0087
C -4.9499 -2.1486 -1.5588
C -6.3115 -2.0356 -1.5161
H -6.5950 0.6509 0.5519
H -4.1478 0.4469 0.5064
H -2.2842 -1.9664 -1.7127
H -2.1650 -0.4465 -0.5029
H -4.4844 -2.9340 -2.1350
H -6.9273 -2.7383 -2.0538
```

Output
- E_HOMO (spin up / spin down) (eV) = -14.4779 / -15.4476
- multiplicity = 5
- electronic energy (eV) = -104139.4265
- gap between HOMO and LUMO (spin up / spin down) (eV) = 5.826 / 4.301
- <S²> = 6.059
- total charge = +3

2.
Entry from the OMol25 dataset: a structure of composition C55H43Br2F4N8O3PPbSSb at a distorted geometry (ωB97M-V/def2-TZVPD).

XYZ file:
```
119
Properties=species:S:1:pos:R:3
Pb 0.1242 -1.1017 0.2791
C -3.3655 -0.5405 0.9138
C -3.2503 -1.8298 0.0383
C -4.2827 -2.7314 -0.1250
C -4.1393 -3.6977 -1.0649
C -2.9735 -3.7330 -1.8052
C -1.9241 -2.8534 -1.6436
N -2.0995 -1.9070 -0.6965
Sb -0.5213 -3.0065 -3.2847
C -1.5612 -1.3285 -4.1820
C -2.9351 -1.3239 -4.3035
C -3.5398 -0.2356 -4.9242
C -2.7736 0.8011 -5.4551
C -1.3784 0.6958 -5.2796
C -0.4469 1.7381 -5.8546
N -0.7916 -0.3672 -4.6364
C 1.3600 -1.9574 -3.0394
C 2.4793 -2.5647 -3.5847
C 3.6976 -1.9678 -3.4692
C 3.7762 -0.7565 -2.8186
C 2.6216 -0.1608 -2.3340
C 2.6207 1.2384 -1.7686
N 1.4051 -0.7873 -2.4457
H -3.9788 0.1288 0.3616
H -3.8362 -0.7368 1.8658
H -2.3672 -0.0709 1.0253
H -5.1924 -2.5246 0.4388
H -4.9054 -4.4251 -1.2270
H -2.8221 -4.5487 -2.5248
H -3.5325 -2.1946 -4.0501
H -4.5938 -0.3110 -5.0887
H -3.1966 1.6056 -5.9613
H -0.8383 2.7355 -5.8118
H 0.4517 1.6868 -5.2402
H -0.1337 1.4156 -6.8698
H 2.3742 -3.5507 -4.0289
H 4.5789 -2.4542 -3.9009
H 4.7347 -0.2339 -2.7319
H 3.3685 1.3714 -0.9382
H 2.9196 1.9832 -2.5603
H 1.5884 1.4705 -1.4383
F 0.1879 6.5003 4.3532
C 0.0653 5.6978 3.3061
C -0.8377 5.9884 2.3198
F -1.6431 7.0327 2.4253
C -0.9289 5.1441 1.2315
F -1.8085 5.5438 0.2612
C -0.1512 4.0344 1.0563
P -0.4296 2.8135 -0.3497
C -2.2657 2.5577 -0.3601
C -3.1410 2.9833 0.6073
C -4.5349 2.8833 0.4032
C -4.9829 2.1247 -0.6673
C -4.0600 1.5923 -1.5871
C -2.7186 1.8075 -1.4647
C -0.2685 3.9532 -1.7648
C -1.3695 4.3974 -2.4796
C -1.2121 5.2217 -3.6017
C 0.0702 5.6199 -4.0204
C 1.1794 5.1935 -3.2679
C 1.0008 4.3930 -2.1613
C 0.8322 3.7782 2.0177
Br 2.0695 2.3555 1.8581
C 0.8876 4.5877 3.1793
F 1.6935 4.2769 4.1650
H -2.7745 3.5081 1.4756
H -5.2377 3.3771 1.0555
H -6.0452 1.9425 -0.8004
H -4.4456 1.0608 -2.4562
H -1.9645 1.3536 -2.1094
H -2.3373 4.0725 -2.1893
H -2.0852 5.5363 -4.1351
H 0.2356 6.2502 -4.9147
H 2.1722 5.5096 -3.5717
H 1.9267 4.1195 -1.6349
Br 1.6305 -6.9018 4.2684
C 2.4916 -6.0201 2.8389
C 3.8638 -6.1906 2.5990
N 4.4955 -5.5969 1.6154
C 3.8035 -4.8606 0.7675
C 2.4332 -4.6612 0.8392
C 1.7808 -5.2034 1.9543
C 1.8165 -3.5116 0.1498
O 2.5468 -2.6576 -0.3546
O 0.5163 -3.4264 0.0321
H 4.4644 -6.8414 3.2487
H 4.3781 -4.4012 0.0220
H 0.7323 -4.8821 2.0639
N 6.7920 -0.5058 2.7607
C 5.5895 -0.1401 2.2433
O 5.4978 0.7522 1.3827
C 4.3974 -0.9010 2.6245
C 4.3213 -1.6988 3.7654
C 3.0976 -2.2769 4.1394
C 2.0397 -2.0482 3.3101
N 2.0954 -1.3217 2.1807
C 3.2709 -0.8117 1.8275
H 7.5643 0.1049 2.5525
H 6.8675 -1.1375 3.5488
H 5.1573 -1.8305 4.3839
H 2.9504 -2.9032 5.0402
H 1.0892 -2.5590 3.5374
H 3.3686 -0.3019 0.8836
N -1.6433 -3.9184 1.6221
C -1.5551 -2.9487 2.5142
N -0.9510 -1.8141 2.3075
C -1.1162 -0.9092 3.3469
C -0.5906 0.4157 3.3906
C -0.8542 1.1930 4.4964
C -1.5932 0.6986 5.5915
C -2.1678 -0.5321 5.5265
C -1.9180 -1.3262 4.3782
S -2.4614 -2.9643 4.0571
H -2.0023 -4.7852 1.9474
H -0.9821 -3.9441 0.8504
H 0.0360 0.7638 2.5710
H -0.4047 2.1797 4.4829
H -1.7864 1.3042 6.4212
H -2.8618 -0.8595 6.2570
```

Output
- E_HOMO (eV) = -10.4964
- electronic energy (eV) = -258656.4768
- gap between HOMO and LUMO (eV) = 8.374
- total charge = +1

3.
Entry from the OMol25 dataset: a structure of composition C55H43BrN7NdO3PS3 at a distorted geometry (ωB97M-V/def2-TZVPD).

XYZ file:
```
114
Properties=species:S:1:pos:R:3
Nd 0.3725 -0.3072 -0.9021
C -0.6882 -4.0274 -0.7061
C 0.6412 -3.4050 -0.3750
N 0.6938 -2.4995 0.5538
N 1.8722 -2.2743 1.1449
C 2.6289 -1.2667 1.2458
S 2.6730 0.2731 0.5122
S 4.0807 -1.6265 2.2610
C 5.1559 -1.8052 0.7639
C 6.5931 -1.6350 1.0946
C 7.1763 -0.3731 1.0594
C 8.5190 -0.2153 1.3475
C 9.2932 -1.3143 1.6795
C 8.7169 -2.5717 1.7255
C 7.3751 -2.7311 1.4355
C 1.8509 -3.8476 -1.0921
C 2.2547 -5.1706 -1.1857
C 3.4223 -5.5116 -1.8476
C 4.1883 -4.5154 -2.4368
C 3.7905 -3.1981 -2.3803
C 2.6159 -2.8121 -1.7109
O 2.2051 -1.5748 -1.6785
H -1.2688 -4.1667 0.2057
H -1.2648 -3.4001 -1.3887
H -0.5209 -4.9859 -1.1941
H 4.9327 -2.7926 0.3558
H 4.8084 -1.0262 0.0823
H 6.5663 0.4799 0.8001
H 8.9676 0.7669 1.3036
H 10.3446 -1.1936 1.8973
H 9.3169 -3.4334 1.9799
H 6.9236 -3.7119 1.4684
H 1.6641 -5.9438 -0.7077
H 3.7379 -6.5436 -1.9013
H 5.1031 -4.7744 -2.9555
H 4.3832 -2.4196 -2.8353
S -1.5178 0.8127 -2.8589
C -1.2709 -0.7082 -3.5956
C -2.0839 -1.1580 -4.6570
C -1.8201 -2.3671 -5.2472
C -0.7327 -3.1186 -4.7959
C 0.0048 -2.6205 -3.7427
N -0.2576 -1.4707 -3.1214
H -2.9068 -0.5314 -4.9651
H -2.4368 -2.7301 -6.0575
H -0.4722 -4.0652 -5.2433
H 0.8610 -3.1698 -3.3719
O 2.3537 0.5388 -3.1986
N 1.7872 1.4682 -2.3372
C 1.8267 2.6546 -2.8068
C 1.4301 3.8909 -2.1526
C 1.8210 5.0653 -2.8107
C 1.5542 6.3131 -2.2906
C 0.8998 6.4230 -1.0745
C 0.5029 5.2791 -0.4101
C 0.7454 4.0111 -0.9325
P 0.1013 2.5533 -0.0078
C -1.6918 2.9156 -0.0614
C -2.2861 3.6458 -1.0882
C -3.6565 3.6054 -1.2775
C -4.4535 2.8135 -0.4701
C -3.8740 2.1060 0.5691
C -2.5141 2.1726 0.7851
C 0.6399 3.0219 1.6805
C 2.0063 2.9347 1.9475
C 2.4782 3.0381 3.2416
C 1.5962 3.2553 4.2869
C 0.2494 3.4253 4.0188
C -0.2293 3.3060 2.7254
H 2.4591 -0.3284 -2.6744
H 2.2613 2.7885 -3.8024
H 2.3541 4.9851 -3.7475
H 1.8639 7.1976 -2.8262
H 0.6969 7.3957 -0.6547
H -0.0125 5.3602 0.5368
H -1.6716 4.2339 -1.7541
H -4.1050 4.1661 -2.0846
H -5.5143 2.7499 -0.6621
H -4.4665 1.4706 1.2068
H -2.0825 1.6213 1.6059
H 2.7009 2.7427 1.1434
H 3.5323 2.9085 3.4350
H 1.9534 3.2828 5.3062
H -0.4490 3.6165 4.8212
H -1.2859 3.4211 2.5357
Br -8.7292 2.6833 0.0985
C -7.8075 1.3909 1.1519
C -6.8430 1.8029 2.0530
C -6.1387 0.8616 2.7734
C -6.4267 -0.5073 2.6433
C -7.4447 -0.8916 1.7535
C -8.1083 0.0478 0.9968
N -5.9166 -1.3863 3.5599
N -4.7346 -1.5788 3.9034
C -3.6274 -1.2832 3.1747
C -2.4531 -1.0208 3.9001
C -1.2969 -0.6009 3.2929
C -1.2010 -0.4735 1.8866
O -0.2175 0.0676 1.2925
C -2.3297 -0.9727 1.1092
N -2.1446 -1.0682 -0.2235
C -3.1475 -1.4907 -0.9668
C -4.3547 -1.9357 -0.4294
C -4.5377 -1.9035 0.9288
C -3.5420 -1.3422 1.7457
H -6.6166 2.8505 2.1705
H -5.3685 1.1758 3.4668
H -7.6848 -1.9404 1.6428
H -8.8644 -0.2600 0.2915
H -2.5203 -1.0568 4.9788
H -0.4306 -0.3260 3.8757
H -3.0006 -1.5185 -2.0408
H -5.1091 -2.3439 -1.0808
H -5.4174 -2.3475 1.3671
```

Output
- E_HOMO (spin up / spin down) (eV) = -4.7177 / -4.7169
- multiplicity = 4
- electronic energy (eV) = -201423.4797
- gap between HOMO and LUMO (spin up / spin down) (eV) = 6.429 / 6.427
- <S²> = 3.753
- total charge = -1

4.
Entry from the OMol25 dataset: a structure of composition C55H45CdNO5P3SSi at a distorted geometry (ωB97M-V/def2-TZVPD).

XYZ file:
```
112
Properties=species:S:1:pos:R:3
Cd 6.2422 -14.1508 14.9019
C 3.8937 -11.4991 9.0871
C 4.6594 -12.6095 9.4717
C 5.1916 -12.7091 10.7712
C 5.1148 -11.6987 11.7204
C 4.2894 -10.6092 11.3670
C 3.7178 -10.4965 10.0832
P 5.8689 -11.9475 13.3710
C 4.9327 -10.8581 14.3783
C 3.5262 -11.0472 14.4348
C 2.6858 -10.1753 15.1440
C 3.2139 -9.0839 15.8802
C 4.6055 -8.9464 15.8520
C 5.4450 -9.7684 15.1433
C 7.4876 -11.1168 13.3708
C 7.6354 -9.9353 12.6460
C 8.8644 -9.2179 12.6644
C 9.9119 -9.6290 13.4486
C 9.7723 -10.7839 14.1880
C 8.6000 -11.5971 14.0971
Si 8.4506 -13.1039 15.2204
C 8.8029 -12.9103 17.0856
C 8.9758 -14.1311 17.7440
C 9.6766 -14.1916 18.9396
C 10.1002 -13.0411 19.5809
C 9.6048 -11.7963 19.1175
C 8.9809 -11.7625 17.8966
P 8.3652 -10.1480 17.3986
C 9.7892 -9.1006 17.4337
C 11.0807 -9.6810 17.3516
C 12.2154 -8.8926 17.4148
C 12.0792 -7.4777 17.4453
C 10.8180 -6.9052 17.5477
C 9.6708 -7.7072 17.4424
C 7.4980 -9.6310 18.8946
C 7.8368 -8.7128 19.9159
C 7.0259 -8.5310 21.0490
C 5.8824 -9.2830 21.2147
C 5.4880 -10.1764 20.1757
C 6.2786 -10.2948 19.0191
C 9.8218 -14.2866 14.6444
C 11.0490 -14.1325 15.2644
C 12.0651 -15.0535 15.0466
C 11.8552 -16.2749 14.4016
C 10.6546 -16.4161 13.6801
C 9.6389 -15.4673 13.8586
P 7.9901 -15.8302 13.1548
C 8.2324 -15.4746 11.3737
C 9.4242 -14.8564 10.9991
C 9.7028 -14.6770 9.6316
C 8.8932 -15.2489 8.6584
C 7.6810 -15.8366 9.0167
C 7.3582 -15.8907 10.3817
C 7.8835 -17.6689 13.1886
C 7.6020 -18.2145 14.4629
C 7.7850 -19.5849 14.6727
C 8.1919 -20.4416 13.6773
C 8.3588 -19.9207 12.4161
C 8.1685 -18.5745 12.1621
H 3.4877 -11.2799 8.1301
H 4.8757 -13.4270 8.8403
H 5.6373 -13.6867 11.0279
H 4.0929 -9.7806 12.0103
H 3.1270 -9.6472 9.8363
H 3.0937 -11.8963 13.9063
H 1.5787 -10.3118 15.1248
H 2.5988 -8.3629 16.3944
H 5.1209 -8.2036 16.4757
H 6.5397 -9.5410 15.0518
H 6.7905 -9.5426 12.1203
H 8.9131 -8.3280 12.0601
H 10.8233 -9.0680 13.4902
H 10.4714 -11.0519 14.9396
H 8.6462 -15.0494 17.3051
H 9.9059 -15.1746 19.3368
H 10.8098 -13.0565 20.4141
H 9.7299 -10.8861 19.6863
H 11.1251 -10.7610 17.2938
H 13.2272 -9.2589 17.2339
H 12.9158 -6.8231 17.3689
H 10.7571 -5.8155 17.6108
H 8.6881 -7.2541 17.3253
H 8.7901 -8.1632 19.7947
H 7.4231 -7.8383 21.8347
H 5.1418 -9.0053 21.9980
H 4.5338 -10.7076 20.2276
H 5.9252 -10.8578 18.1517
H 11.2607 -13.2659 15.9381
H 13.1120 -14.8425 15.3028
H 12.6565 -16.9392 14.2820
H 10.3920 -17.2690 13.0726
H 10.0750 -14.3105 11.7109
H 10.6494 -14.2104 9.3574
H 9.1148 -14.9989 7.6707
H 7.0781 -16.2936 8.2242
H 6.4144 -16.2556 10.6300
H 7.1733 -17.5218 15.2036
H 7.4021 -20.0233 15.6273
H 8.3832 -21.4710 13.9108
H 8.7340 -20.4752 11.5836
H 8.0737 -18.2189 11.1626
O 5.5684 -13.1167 17.3074
N 5.8914 -14.1665 17.9670
O 6.2113 -15.2097 17.3082
C 2.9324 -16.3781 14.9349
S 3.4413 -14.9123 14.1130
O 2.3214 -14.6777 13.1738
O 4.7816 -15.1810 13.3899
O 3.6870 -13.8719 15.1255
H 3.5267 -17.2121 14.4399
H 1.8577 -16.4398 14.6584
H 3.0807 -16.3773 16.0068
```

Output
- E_HOMO (eV) = -4.0071
- electronic energy (eV) = -120635.4541
- gap between HOMO and LUMO (eV) = 6.402
- total charge = -1